# 1
C20H31INO8 | ωB97M-V/def2-TZVPD

Computed properties:
* total charge: +1
* strongest force on any atom: 0.0096 Eh/bohr
* orbital gap: 7.30 eV

Each line ends with the Mulliken charge.
Atoms and positions in Å:
I1 1.252 -1.796 0.140  0.380
C1 0.345 -3.590 -0.689  -0.434
C2 0.918 -3.553 -2.039  -0.441
N1 2.003 -4.243 -2.104  0.025
C3 2.333 -4.920 -0.826  -0.626
C4 0.965 -4.868 -0.127  -0.598
H1 -0.714 -3.414 -0.559  0.567
H2 0.506 -3.036 -2.899  0.455
H3 2.581 -4.296 -2.930  0.257
H4 3.144 -4.400 -0.315  0.330
H5 2.647 -5.937 -1.043  0.386
H6 0.391 -5.709 -0.531  0.348
H7 0.981 -4.884 0.958  0.371
O1 5.661 -1.942 2.844  -0.585
C5 5.225 -0.834 2.944  0.379
O2 5.706 0.066 3.824  -0.356
C6 4.925 1.277 3.790  -0.411
C7 4.251 1.283 2.419  -0.538
C8 4.082 -0.212 2.162  0.114
H8 4.203 1.237 4.608  0.243
H9 5.598 2.114 3.954  0.333
H10 3.325 1.853 2.401  0.332
H11 4.925 1.709 1.676  0.277
H12 3.150 -0.603 2.578  -0.012
H13 4.156 -0.488 1.112  0.185
O3 2.800 0.906 -1.510  -0.564
C9 1.980 1.091 -2.363  0.310
O4 2.180 0.663 -3.631  -0.378
C10 1.106 1.111 -4.485  -0.568
C11 -0.072 1.355 -3.550  -0.284
C12 0.637 1.791 -2.268  0.101
H14 1.432 2.021 -4.990  0.282
H15 0.929 0.341 -5.232  0.326
H16 -0.785 2.078 -3.931  0.342
H17 -0.612 0.421 -3.375  0.178
H18 0.822 2.866 -2.249  0.265
H19 0.124 1.512 -1.351  0.009
O5 -1.164 0.825 1.705  -0.561
C13 -2.017 0.006 1.877  0.493
O6 -3.282 0.183 1.437  -0.266
C14 -4.120 -0.918 1.843  -0.559
C15 -3.155 -2.077 2.085  -0.321
C16 -1.905 -1.338 2.568  -0.198
H20 -4.656 -0.627 2.747  0.295
H21 -4.838 -1.102 1.049  0.360
H22 -3.542 -2.814 2.784  0.385
H23 -2.952 -2.582 1.138  0.064
H24 -1.917 -1.178 3.647  0.300
H25 -0.969 -1.812 2.289  0.020
O7 -2.690 2.620 -2.489  -0.549
C17 -3.286 3.278 -1.682  0.391
O8 -3.588 4.572 -1.897  -0.381
C18 -4.214 5.143 -0.730  -0.437
C19 -4.787 3.953 0.035  -0.564
C20 -3.790 2.850 -0.321  0.000
H26 -3.448 5.672 -0.160  0.243
H27 -4.961 5.856 -1.066  0.341
H28 -4.886 4.143 1.101  0.333
H29 -5.773 3.703 -0.358  0.298
H30 -2.937 2.820 0.360  0.116
H31 -4.222 1.857 -0.376  0.200

---

# 2
C10H7N3O2 | ωB97M-V/def2-TZVPD

Computed properties:
* total charge: 0
* strongest force on any atom: 0.1141 Eh/bohr
* structure (SMILES): C=C1C=CC=N[C@@]12C=CC(C#N)=[N+]([O-])O2
* orbital gap: 7.92 eV

Each line ends with the Mulliken charge.
Atoms and positions in Å:
C1 0.022 -0.501 1.668  -1.192
C2 0.371 0.483 0.789  0.629
C3 1.026 1.693 1.220  -0.806
C4 1.778 2.427 0.467  -0.410
C5 1.960 2.115 -0.937  -0.113
N1 1.281 1.195 -1.480  -0.737
C6 0.391 0.303 -0.743  1.712
C7 0.613 -1.242 -0.990  -0.536
C8 -0.402 -2.031 -0.847  -0.668
C9 -1.643 -1.483 -0.516  0.132
C10 -2.682 -2.226 0.074  0.076
N2 -3.549 -2.806 0.556  -0.487
N3 -1.956 -0.242 -0.839  0.823
O1 -3.064 0.245 -0.789  -0.696
O2 -0.927 0.525 -1.279  -0.394
H1 -0.162 -1.582 1.400  0.249
H2 -0.097 -0.367 2.655  0.466
H3 0.793 1.887 2.223  0.405
H4 2.304 3.359 0.774  0.306
H5 2.596 2.724 -1.515  0.449
H6 1.756 -1.426 -1.070  0.246
H7 -0.408 -3.048 -0.819  0.545

---

# 3
C4H10Cl4MgO2 | ωB97M-V/def2-TZVPD

Computed properties:
* total charge: -2
* strongest force on any atom: 0.0699 Eh/bohr
* orbital gap: 7.73 eV

Each line ends with the Mulliken charge.
Atoms and positions in Å:
Mg1 7.351 10.385 -9.462  0.812
Cl1 5.495 11.334 -8.717  -0.657
Cl2 9.145 11.923 -9.184  -0.682
Cl3 7.229 10.064 -11.738  -0.725
Cl4 7.932 8.528 -8.182  -0.745
C1 10.673 8.647 -10.285  -0.294
O1 11.770 8.989 -11.131  -0.411
C2 12.307 10.277 -10.888  -0.380
C3 11.971 10.922 -12.257  -0.362
O2 12.524 12.156 -12.471  -0.432
C4 12.184 13.243 -11.556  -0.592
H1 9.890 9.339 -10.595  0.046
H2 10.993 8.787 -9.253  0.336
H3 10.464 7.612 -10.557  0.229
H4 13.358 10.137 -10.634  0.234
H5 11.838 10.856 -10.093  0.307
H6 10.884 10.965 -12.321  0.294
H7 12.368 10.253 -13.020  0.279
H8 12.788 13.121 -10.657  0.232
H9 11.112 13.178 -11.372  0.286
H10 12.513 14.232 -11.875  0.222

---

# 4
C3H12O4 | ωB97M-V/def2-TZVPD

Computed properties:
* <S²>: 0.750
* total charge: -1
* multiplicity: 2
* strongest force on any atom: 0.0386 Eh/bohr
* orbital gap (alpha / beta): 1.84 / 8.98 eV

Each line ends with the Mulliken charge.
Atoms and positions in Å:
C1 -0.827 2.508 1.557  -0.988
C2 -0.988 1.876 0.395  0.413
O1 -0.016 1.597 -0.516  -0.247
C3 -2.312 1.196 0.057  -1.757
H1 -1.644 2.502 2.261  0.272
H2 0.019 3.157 1.726  0.344
H3 -0.329 0.813 -0.984  0.258
H4 -2.809 1.905 -0.611  0.273
H5 -2.946 1.225 0.934  0.380
H6 -2.137 0.152 -0.203  0.745
H7 0.081 -2.087 1.763  0.523
H8 1.053 -2.642 0.668  0.558
O2 0.817 -1.857 1.173  -1.413
H9 3.163 2.224 -6.029  0.345
H10 3.584 1.569 -4.724  0.360
O3 3.853 1.653 -5.646  -0.749
H11 1.017 -5.833 2.514  0.550
H12 0.112 -4.774 3.260  0.645
O4 0.311 -5.183 2.404  -1.511

---

# 5
C29H67INO13P4S | ωB97M-V/def2-TZVPD

Computed properties:
* total charge: +1
* strongest force on any atom: 0.1820 Eh/bohr
* orbital gap: 7.54 eV

Each line ends with the Mulliken charge.
Atoms and positions in Å:
C1 6.438 -3.180 1.298  -0.966
C2 5.119 -3.958 1.577  -0.433
O1 3.990 -3.092 1.577  -0.394
C3 3.078 -3.407 0.574  -0.072
C4 3.609 -3.347 -0.891  -1.344
C5 3.495 -1.804 -1.048  1.309
C6 3.929 -1.110 -2.364  -0.687
C7 4.938 0.013 -1.981  -0.938
C8 4.307 1.121 -1.089  0.239
S1 4.995 1.115 0.629  -0.217
C9 2.091 -1.593 -0.486  -0.348
I1 0.646 -0.171 -1.032  0.367
N1 1.927 -2.498 0.444  0.176
P1 0.390 -2.475 1.341  0.025
C10 0.422 -1.078 2.564  -0.853
C11 0.046 -4.092 2.182  -1.073
H1 6.232 -2.126 1.527  0.183
H2 7.251 -3.532 1.939  0.380
H3 6.760 -3.262 0.253  0.258
H4 5.257 -4.444 2.552  0.483
H5 5.065 -4.773 0.843  0.302
H6 2.760 -4.446 0.760  0.607
H7 4.675 -3.536 -1.051  0.482
H8 3.019 -3.957 -1.584  0.295
H9 4.182 -1.441 -0.265  -0.546
H10 4.425 -1.800 -3.056  0.343
H11 3.036 -0.660 -2.817  0.293
H12 5.325 0.508 -2.879  0.452
H13 5.752 -0.445 -1.406  0.448
H14 3.222 1.045 -0.977  -0.586
H15 4.513 2.130 -1.462  0.600
H16 4.365 0.104 1.280  0.086
H17 0.697 -1.453 3.557  0.440
H18 1.175 -0.332 2.271  0.131
H19 -0.540 -0.558 2.594  0.367
H20 -0.444 -4.789 1.499  0.345
H21 0.947 -4.486 2.667  0.380
H22 -0.689 -3.870 2.972  0.407
O2 2.798 6.760 2.811  -0.785
P2 2.347 6.293 1.465  0.932
O3 3.048 4.818 1.334  -0.245
C12 2.526 3.730 2.090  -0.320
C13 1.228 3.208 1.498  -0.528
O4 3.373 7.151 0.511  -0.321
C14 3.989 8.349 0.990  -0.383
C15 5.388 8.073 1.502  -1.242
O5 1.373 6.019 0.145  -0.102
C16 0.326 6.976 -0.146  -0.396
C17 0.860 8.259 -0.758  -1.039
H23 2.385 4.030 3.133  0.336
H24 3.281 2.944 2.073  0.168
H25 0.425 3.939 1.608  0.314
H26 0.917 2.287 1.999  0.238
H27 1.341 3.013 0.430  0.011
H28 3.374 8.823 1.755  0.409
H29 4.038 9.043 0.148  0.402
H30 5.404 7.244 2.210  0.297
H31 5.802 8.957 1.989  0.365
H32 6.043 7.794 0.675  0.300
H33 -0.243 7.186 0.761  0.347
H34 -0.344 6.489 -0.854  0.338
H35 1.349 8.879 -0.005  0.218
H36 0.045 8.845 -1.185  0.440
H37 1.592 8.046 -1.536  0.274
O6 -3.000 2.747 -3.588  -0.784
P3 -2.055 2.836 -4.747  1.159
O7 -0.832 3.750 -4.151  -0.312
C18 0.066 3.177 -3.212  -0.190
C19 1.055 2.226 -3.867  -0.874
O8 -2.815 3.977 -5.647  -0.355
C20 -4.216 4.221 -5.492  -0.350
C21 -4.464 5.402 -4.577  -1.224
O9 -1.166 2.396 -6.076  -0.271
C22 -1.699 1.373 -6.952  -0.369
C23 -2.829 1.883 -7.828  -0.972
H38 -0.502 2.667 -2.422  0.194
H39 0.606 4.004 -2.749  0.220
H40 0.549 1.330 -4.237  0.295
H41 1.817 1.915 -3.148  0.155
H42 1.542 2.696 -4.720  0.396
H43 -4.730 3.328 -5.135  0.389
H44 -4.615 4.439 -6.486  0.405
H45 -3.917 5.308 -3.638  0.287
H46 -5.527 5.502 -4.354  0.368
H47 -4.121 6.324 -5.050  0.304
H48 -2.023 0.514 -6.359  0.316
H49 -0.871 1.048 -7.581  0.336
H50 -3.748 2.004 -7.253  0.214
H51 -3.037 1.175 -8.631  0.414
H52 -2.581 2.851 -8.261  0.267
O10 -3.569 -5.580 4.407  -0.735
P4 -4.613 -6.479 3.795  1.162
O11 -4.924 -5.512 2.485  -0.419
C24 -4.015 -5.510 1.400  -0.123
C25 -4.152 -6.765 0.554  -1.051
O12 -5.888 -6.004 4.725  -0.347
C26 -5.692 -5.551 6.066  -0.352
C27 -5.648 -4.038 6.127  -1.201
O13 -5.643 -7.586 3.082  -0.246
C28 -5.762 -8.905 3.670  -0.382
C29 -6.589 -8.908 4.944  -0.944
H53 -2.989 -5.401 1.773  0.110
H54 -4.240 -4.634 0.791  0.366
H55 -3.822 -7.648 1.105  0.220
H56 -3.548 -6.688 -0.353  0.433
H57 -5.192 -6.930 0.275  0.255
H58 -4.793 -5.992 6.499  0.379
H59 -6.537 -5.915 6.655  0.403
H60 -4.944 -3.624 5.404  0.271
H61 -5.365 -3.700 7.125  0.370
H62 -6.628 -3.623 5.885  0.306
H63 -4.768 -9.319 3.851  0.318
H64 -6.249 -9.530 2.921  0.335
H65 -6.027 -8.483 5.777  0.210
H66 -6.861 -9.927 5.219  0.415
H67 -7.495 -8.316 4.822  0.262

---

# 6
C21H23FN2O2 | ωB97M-V/def2-TZVPD

Computed properties:
* total charge: 0
* strongest force on any atom: 0.0101 Eh/bohr
* structure (SMILES): O=C(COc1ccc2c(c1)CCC2)N1CCN(c2ccc(F)cc2)CC1
* orbital gap: 8.31 eV

Each line ends with the Mulliken charge.
Atoms and positions in Å:
O1 -1.602 -2.800 1.091  -0.697
C1 -1.204 -2.246 0.081  0.789
C2 -1.997 -2.338 -1.228  -0.941
O2 -2.287 -1.101 -1.837  -0.490
C3 -3.156 -0.240 -1.208  1.051
C4 -3.408 0.947 -1.894  -0.621
C5 -4.263 1.900 -1.370  -0.904
C6 -4.864 1.662 -0.149  0.371
C7 -4.609 0.478 0.534  0.008
C8 -3.760 -0.483 0.022  -0.474
C9 -5.377 0.438 1.822  -0.954
C10 -5.793 1.903 2.030  -0.624
C11 -5.825 2.519 0.621  -0.872
N1 -0.058 -1.540 0.051  0.371
C12 0.558 -0.987 -1.138  -0.881
C13 1.544 0.112 -0.752  -1.082
N2 2.598 -0.432 0.072  0.344
C14 3.860 0.109 0.096  0.749
C15 4.942 -0.614 0.617  -0.423
C16 6.213 -0.078 0.642  -0.700
C17 6.423 1.190 0.134  0.286
F1 7.671 1.717 0.152  -0.337
C18 5.382 1.930 -0.391  -0.723
C19 4.109 1.394 -0.404  -0.403
C20 2.222 -1.536 0.927  -0.810
C21 0.738 -1.448 1.261  -1.191
H1 -2.915 -2.901 -1.017  0.348
H2 -1.408 -2.891 -1.967  0.454
H3 -2.921 1.101 -2.845  0.471
H4 -4.450 2.815 -1.911  0.419
H5 -3.574 -1.386 0.580  0.576
H6 -4.787 0.047 2.650  0.352
H7 -6.254 -0.204 1.704  0.295
H8 -6.749 1.994 2.543  0.314
H9 -5.036 2.412 2.629  0.291
H10 -5.546 3.573 0.620  0.353
H11 -6.824 2.437 0.182  0.283
H12 1.096 -1.776 -1.682  0.187
H13 -0.205 -0.571 -1.795  0.600
H14 1.002 0.922 -0.241  0.286
H15 1.979 0.517 -1.669  0.676
H16 4.797 -1.615 0.991  0.360
H17 7.042 -0.640 1.042  0.417
H18 5.568 2.921 -0.776  0.415
H19 3.302 1.995 -0.792  0.359
H20 2.792 -1.484 1.859  0.690
H21 2.432 -2.503 0.447  0.274
H22 0.438 -2.267 1.919  0.497
H23 0.528 -0.502 1.774  0.240

---

# 7
C3H4NO | ωB97M-V/def2-TZVPD

Computed properties:
* total charge: +1
* strongest force on any atom: 0.0690 Eh/bohr
* orbital gap: 8.44 eV

Each line ends with the Mulliken charge.
Atoms and positions in Å:
C1 0.272 1.200 -0.039  0.080
C2 1.723 0.466 0.099  -0.065
C3 -0.065 -0.985 0.032  -0.274
N1 -0.611 0.302 0.108  -0.014
O1 1.328 -0.757 0.039  -0.083
H1 0.001 2.291 -0.059  0.355
H2 -0.602 -1.735 0.758  0.326
H3 -0.364 -1.244 -0.991  0.339
H4 -1.681 0.462 0.051  0.335

---

# 8
CH6N5 | ωB97M-V/def2-TZVPD

Computed properties:
* total charge: +1
* strongest force on any atom: 0.1567 Eh/bohr
* orbital gap (alpha / beta): 9.21 / 9.21 eV

Each line ends with the Mulliken charge.
Atoms and positions in Å:
C1 0.710 1.043 0.637  -0.227
N1 1.858 0.854 -0.228  -0.064
N2 1.865 -0.344 -0.550  -0.142
N3 0.864 -0.953 0.037  0.011
N4 0.026 -0.268 0.640  -0.022
N5 -1.666 -0.249 -0.470  -0.654
H1 1.123 1.109 1.639  0.289
H2 0.084 1.904 0.572  0.358
H3 0.938 -2.378 -0.112  0.499
H4 -2.088 0.666 -0.572  0.300
H5 -2.268 -0.985 -0.069  0.302
H6 -1.446 -0.399 -1.525  0.349